# 1
# C20H18N6NaOS2Se

A structure of composition C20H18N6NaOS2Se (wB97M-V/def2-TZVPD, the Open Molecules 2025 dataset).

Values from the calculation:
LUMO energy in eV: 1.68
E_tot in eV: -123458.13764
Energy relative to the best compared isomer or geometry (same formula, charge and spin) in kcal per mole: 12.5
M in u: 524.49
2S+1: 1
Total charge: -1

Cartesian coordinates (Å):
1 Na -0.291 -0.174 0.454
2 C 1.691 3.434 0.882
3 C 1.243 2.092 1.403
4 O 0.092 1.687 1.259
5 N 2.208 1.381 2.054
6 C 2.067 -0.013 2.453
7 C 2.575 -0.971 1.392
8 C 3.396 -2.038 1.709
9 C 3.780 -2.904 0.697
10 C 3.338 -2.670 -0.594
11 C 2.526 -1.569 -0.822
12 N 2.154 -0.732 0.147
13 H 0.857 4.130 0.918
14 H 1.969 3.313 -0.166
15 H 2.540 3.833 1.443
16 H 3.145 1.733 1.985
17 H 1.010 -0.220 2.622
18 H 2.588 -0.171 3.393
19 H 3.706 -2.205 2.734
20 H 4.409 -3.757 0.918
21 H 3.601 -3.333 -1.409
22 H 2.139 -1.352 -1.815
23 S -1.874 -1.758 -0.896
24 C -1.653 -2.841 0.441
25 S -0.620 -2.422 1.763
26 C -2.331 -4.074 0.441
27 C -3.211 -4.453 -0.629
28 N -3.934 -4.793 -1.464
29 C -2.186 -5.028 1.505
30 N -2.091 -5.834 2.327
31 C -2.587 4.111 -0.233
32 N -2.913 2.879 -0.917
33 C -2.066 2.166 -1.720
34 Se -0.356 2.604 -2.213
35 N -2.771 1.085 -2.125
36 C -4.045 1.064 -1.553
37 C -5.092 0.164 -1.647
38 C -6.256 0.483 -0.961
39 C -6.359 1.654 -0.206
40 C -5.298 2.547 -0.111
41 C -4.143 2.223 -0.802
42 H -1.590 4.408 -0.540
43 H -2.605 3.958 0.847
44 H -3.301 4.890 -0.503
45 H -2.320 0.281 -2.531
46 H -4.983 -0.761 -2.200
47 H -7.098 -0.199 -1.000
48 H -7.276 1.862 0.332
49 H -5.367 3.445 0.493

# 2
# C20H18O6

A cluster of 2 separate species, C20H18O6 in total (wB97M-V/def2-TZVPD, the Open Molecules 2025 dataset).

Values from the calculation:
LUMO energy in eV: -0.07
E_tot in eV: -33305.61761
Energy relative to the best compared isomer or geometry (same formula, charge and spin) in kcal per mole: 278.2
M in u: 354.36
2S+1: 1

Cartesian coordinates (Å):
1 C 2.263 0.975 -5.747
2 C 1.035 0.216 -5.111
3 O 0.120 -0.385 -5.791
4 O 1.088 0.228 -3.863
5 C 0.114 -0.203 -3.085
6 C 0.684 -0.907 -1.976
7 C -0.092 -1.494 -1.120
8 C -1.779 -1.492 -1.355
9 C -2.188 -1.029 -2.622
10 C -1.193 -0.464 -3.421
11 H -1.666 -0.280 -4.491
12 H -3.283 -1.117 -2.932
13 C -2.620 -1.856 -0.314
14 C -2.672 -1.840 0.944
15 C -1.839 -0.689 1.555
16 C -1.294 0.368 0.839
17 C -0.354 1.362 1.524
18 C 0.198 0.984 2.657
19 C -0.389 -0.237 3.453
20 C -1.124 -1.156 2.769
21 H -1.523 -1.901 3.278
22 O 0.390 -0.505 4.469
23 C 0.563 -1.684 5.108
24 O 0.460 -2.748 4.532
25 C 0.966 -1.380 6.449
26 H 0.871 -0.516 7.041
27 H 2.439 -1.130 6.327
28 H 0.972 -2.383 7.094
29 H 0.949 1.616 3.045
30 O -0.094 2.415 0.809
31 C 0.994 2.546 0.370
32 O 1.899 1.920 0.547
33 C 1.230 3.867 -0.333
34 H 2.219 4.034 -0.937
35 H 1.312 4.776 0.346
36 H 0.291 3.883 -0.992
37 H -2.012 0.756 -0.004
38 H -3.151 -2.403 1.584
39 H -3.391 -2.793 -0.773
40 H 0.057 -2.060 -0.240
41 H 1.812 -0.941 -1.614
42 H 3.279 0.504 -5.497
43 H 2.298 0.963 -6.967
44 H 2.162 2.178 -5.557

# 3
# C20H19AlBN9

A structure of composition C20H19AlBN9 (wB97M-V/def2-TZVPD, the Open Molecules 2025 dataset).

Values from the calculation:
LUMO energy in eV: -7.75
E_tot in eV: -41718.70181
Energy relative to the best compared isomer or geometry (same formula, charge and spin) in kcal per mole: 106.9
M in u: 423.23
2S+1: 1
Total charge: +2

Cartesian coordinates (Å):
1 Al 1.502 -0.022 -0.616
2 N -3.107 -0.436 -0.600
3 C -2.384 0.220 -1.677
4 N -0.599 1.097 -0.363
5 C -0.836 0.813 0.970
6 N 0.135 0.553 1.821
7 N 1.327 0.317 1.263
8 C 2.438 0.269 1.915
9 C 3.609 -0.001 1.096
10 C 4.889 -0.081 1.619
11 C 5.959 -0.304 0.766
12 C 5.727 -0.449 -0.598
13 C 4.435 -0.365 -1.066
14 N 3.391 -0.139 -0.247
15 C -2.203 0.662 1.434
16 C -2.439 1.028 2.779
17 C -3.628 0.754 3.396
18 C -4.607 0.042 2.695
19 C -4.406 -0.328 1.388
20 C -3.223 -0.003 0.700
21 H -3.867 -1.009 -0.927
22 H -3.096 0.576 -2.428
23 H 2.494 0.441 2.984
24 H 5.030 0.036 2.685
25 H 6.966 -0.364 1.157
26 H 6.543 -0.624 -1.283
27 H 4.211 -0.479 -2.119
28 H -1.651 1.544 3.308
29 H -3.798 1.070 4.415
30 H -5.540 -0.214 3.180
31 H -5.179 -0.864 0.852
32 B -1.263 -0.739 -2.505
33 N -1.722 1.386 -1.139
34 C -1.784 2.610 -1.632
35 C -0.668 3.440 -1.610
36 C 0.544 2.813 -1.407
37 N 0.624 1.590 -0.891
38 N -0.582 -1.813 -1.605
39 C -0.922 -3.080 -1.419
40 C 0.054 -3.733 -0.663
41 C 1.006 -2.775 -0.426
42 N 0.615 -1.604 -1.000
43 H -0.375 -0.008 -2.893
44 H -1.852 -1.310 -3.370
45 H -2.698 2.887 -2.142
46 H -0.722 4.452 -1.974
47 H 1.482 3.235 -1.748
48 H -1.831 -3.483 -1.833
49 H 0.060 -4.763 -0.353
50 H 1.939 -2.844 0.114

# 4
# C20H19Cl36IN3O2S

A cluster of 10 separate species, C20H19Cl36IN3O2S in total (wB97M-V/def2-TZVPD, the Open Molecules 2025 dataset).

Values from the calculation:
LUMO energy in eV: -3.36
E_tot in eV: -499343.39487
M in u: 1768.67
2S+1: 1
Total charge: +1

Cartesian coordinates (Å):
1 C -4.547 3.513 -3.068
2 C -3.918 3.991 -1.749
3 N -3.510 2.886 -0.875
4 N -2.162 2.838 -0.410
5 C -2.143 1.709 0.601
6 C -0.979 1.087 0.992
7 C -1.036 0.064 1.943
8 N -2.148 -0.361 2.528
9 C -3.260 0.284 2.162
10 C -3.321 1.300 1.220
11 C -1.784 4.130 0.300
12 I 0.334 4.279 0.744
13 C -2.514 4.420 1.611
14 C -4.009 4.757 1.491
15 S -1.106 2.445 -1.879
16 C -0.546 3.942 -2.705
17 O -1.925 1.718 -2.797
18 O 0.080 1.713 -1.557
19 H -5.243 4.245 -3.458
20 H -3.753 3.366 -3.799
21 H -5.001 2.533 -2.939
22 H -3.160 4.731 -1.994
23 H -4.703 4.548 -1.237
24 H -3.807 1.992 -1.257
25 H -0.021 1.372 0.596
26 H -0.083 -0.413 2.228
27 H -4.180 -0.020 2.643
28 H -4.285 1.736 1.026
29 H -1.928 5.001 -0.326
30 H -2.066 5.353 1.953
31 H -2.313 3.707 2.405
32 H -4.157 5.712 0.993
33 H -4.360 4.892 2.514
34 H -4.600 3.952 1.071
35 H -0.818 3.849 -3.752
36 H -0.983 4.859 -2.318
37 H 0.533 4.006 -2.618
38 C 4.837 4.519 1.325
39 Cl 6.015 5.780 0.983
40 Cl 3.622 5.138 2.460
41 Cl 4.038 4.030 -0.181
42 Cl 5.646 3.126 2.035
43 C 7.162 6.305 -2.948
44 Cl 8.352 6.929 -1.802
45 Cl 7.756 6.530 -4.593
46 Cl 6.897 4.583 -2.648
47 Cl 5.636 7.178 -2.746
48 C 0.105 -2.754 -1.218
49 Cl 0.670 -1.623 -2.449
50 Cl 1.486 -3.502 -0.419
51 Cl -0.849 -1.874 -0.007
52 Cl -0.915 -3.985 -1.969
53 C 3.188 -6.895 -2.616
54 Cl 4.402 -6.279 -1.484
55 Cl 3.689 -6.597 -4.283
56 Cl 2.974 -8.636 -2.348
57 Cl 1.659 -6.059 -2.332
58 C 0.946 -3.449 4.064
59 Cl 0.916 -4.942 3.127
60 Cl 2.603 -2.822 4.124
61 Cl -0.106 -2.247 3.295
62 Cl 0.372 -3.765 5.700
63 C 7.614 -7.960 -3.287
64 Cl 8.409 -7.373 -1.820
65 Cl 5.974 -8.481 -2.893
66 Cl 7.545 -6.654 -4.478
67 Cl 8.528 -9.315 -3.952
68 C -3.627 -4.476 3.188
69 Cl -3.196 -5.090 4.785
70 Cl -5.383 -4.551 2.981
71 Cl -3.077 -2.800 3.031
72 Cl -2.845 -5.458 1.944
73 C 3.379 -6.662 7.410
74 Cl 4.223 -6.137 8.869
75 Cl 1.759 -7.227 7.835
76 Cl 3.246 -5.304 6.286
77 Cl 4.280 -7.974 6.646
78 C -4.899 -0.674 -3.989
79 Cl -6.031 0.448 -4.751
80 Cl -3.293 -0.464 -4.681
81 Cl -4.835 -0.350 -2.235
82 Cl -5.445 -2.326 -4.238

no.,HOMO (eV)
1,-3.82
2,-7.81
3,-13.18
4,-12.01